No. 1
A structure of composition CNO4RbS2 at a distorted geometry, computed with ωB97M-V/def2-TZVPD.

Values from the calculation:
Frontier orbital gap (hartree): 0.2388
Maximum force (eV/Å): 3.4
Highest occupied orbital energy (eV): -7.0
Total energy (eV): -33042.9342
LUMO level (eV): -0.5483
ΔE to the lowest compared entry with this formula, charge and spin (kcal per mole): 0.0

Element x y z (Å)
Rb  1.28442  -0.17855  -2.29575
N  -1.76159  -1.66493  0.44267
S  -2.28866  -1.31587  -0.99340
O  -1.24887  -0.69121  -1.92735
S  -0.37019  -1.52446  1.20389
O  0.58854  -0.55183  0.40733
O  0.98657  2.04525  2.16574
C  1.25280  1.79321  1.05423
O  1.55700  2.08839  -0.05737

Forces on atoms 1 to 6 (eV/Å):
Rb -0.04 0.11 0.46
N 0.05 -0.25 -0.34
S 1.39 0.53 -0.04
O -1.27 -0.58 0.59
S 0.56 1.73 -1.53
O -0.59 -1.17 1.13

No. 2
A cluster of 2 separate species, CNO4S in total at a distorted geometry, computed with ωB97M-V/def2-TZVPD.

Values from the calculation:
Frontier orbital gap (hartree): 0.3002
Total charge: -1
Maximum force (eV/Å): 2.8
Highest occupied orbital energy (eV): -4.4
Total energy (eV): -21552.8023
LUMO level (eV): 3.7610
ΔE to the lowest compared entry with this formula, charge and spin (kcal per mole): 15.8

Element x y z (Å)
C  -0.11802  1.35730  0.83970
N  -1.23077  -0.80518  -0.62713
O  -0.21292  2.07471  -0.10743
O  -0.04861  0.81628  1.87113
O  0.50986  -2.36684  -1.71201
O  1.22072  -0.52017  -0.11976
S  0.10398  -1.31350  -0.75960

Forces on atoms 1 to 6 (eV/Å):
C -0.27 1.39 -1.19
N -1.50 -0.16 0.37
O 0.30 -1.73 2.16
O -0.18 0.53 -0.73
O 0.47 0.46 1.08
O -0.37 -1.97 -1.11

No. 3
A structure of composition CNa3O3 at a distorted geometry, computed with ωB97M-V/def2-TZVPD.

Values from the calculation:
Frontier orbital gap (hartree): 0.2861
Total charge: +1
Maximum force (eV/Å): 1.4
Highest occupied orbital energy (eV): -11.2
Total energy (eV): -20427.1833
LUMO level (eV): -3.4108
ΔE to the lowest compared entry with this formula, charge and spin (kcal per mole): 0.0

Element x y z (Å)
Na  -1.84248  -2.19998  -0.35397
Na  -0.79987  2.68718  0.75010
Na  2.70917  -0.89680  0.15659
C  -0.03565  0.12087  -0.12671
O  0.40596  -1.11223  -0.26085
O  0.82435  1.05456  -0.34742
O  -1.26147  0.34640  0.18226

Forces on atoms 1 to 6 (eV/Å):
Na 0.79 0.98 0.17
Na 0.28 -0.98 -0.57
Na -1.04 0.42 -0.38
C 1.18 -0.51 -0.65
O -0.69 -0.35 0.37
O -0.57 0.40 0.99

No. 4
The molecule CO3S at a distorted geometry, computed with ωB97M-V/def2-TZVPD.

Values from the calculation:
Frontier orbital gap (hartree): 0.3141
Maximum force (eV/Å): 9.7
Highest occupied orbital energy (eV): -10.2
Total energy (eV): -18011.1560
LUMO level (eV): -1.6752
ΔE to the lowest compared entry with this formula, charge and spin (kcal per mole): 57.2

Element x y z (Å)
C  0.78598  0.20283  -0.08522
O  1.92276  -0.56660  -0.22380
O  -1.82261  -0.85952  0.43261
O  0.20141  1.23967  0.34855
S  -1.08754  -0.01637  -0.47215

Forces on the atoms, in the same order (eV/Å):
C 5.54 -5.36 -0.95
O -7.69 5.86 1.18
O 0.16 -0.13 0.30
O 1.01 -0.86 -0.27
S 0.98 0.49 -0.26

No. 5
A cluster of 2 separate species, CO4S in total at a distorted geometry, computed with ωB97M-V/def2-TZVPD.

Values from the calculation:
Frontier orbital gap (hartree): 0.3989
Maximum force (eV/Å): 3.5
Highest occupied orbital energy (eV): -12.2
Total energy (eV): -20062.2771
LUMO level (eV): -1.3433
ΔE to the lowest compared entry with this formula, charge and spin (kcal per mole): 5.2

Element x y z (Å)
C  2.77585  0.16742  0.02994
O  3.64282  -0.29208  -0.55721
O  -3.85067  -0.76226  0.19050
O  1.90669  0.72969  0.52695
O  -2.01723  0.51890  -0.60448
S  -2.45746  -0.36167  0.41429

Forces on the atoms, in the same order (eV/Å):
C -0.31 0.88 -0.42
O 1.34 -1.12 -0.54
O 1.95 -0.07 1.22
O -1.04 0.24 0.97
O 1.38 0.79 -0.36
S -3.32 -0.71 -0.87

No. 6
A cluster of 2 separate species, CO4S in total at a distorted geometry, computed with ωB97M-V/def2-TZVPD.

Values from the calculation:
Frontier orbital gap (hartree): 0.4013
Maximum force (eV/Å): 5.7
Highest occupied orbital energy (eV): -12.0
Total energy (eV): -20062.3373
LUMO level (eV): -1.0361
ΔE to the lowest compared entry with this formula, charge and spin (kcal per mole): 3.8

Element x y z (Å)
C  0.49229  2.08599  -0.00185
O  0.73015  1.41083  -0.95188
O  -0.26105  -1.68094  1.18723
O  -1.12378  -2.14687  -1.08148
O  0.25565  2.57419  0.98668
S  -0.09326  -2.24320  -0.13871

Forces on the atoms, in the same order (eV/Å):
C 1.04 -3.93 -4.01
O -0.42 1.85 1.55
O 0.03 -0.45 -1.29
O -1.64 0.22 -1.31
O -0.63 2.02 2.49
S 1.63 0.28 2.58